The following is a DFT calculation (ωB97M-V with the def2-TZVPD basis set) of 2 unconnected molecules or ions with the total composition C3H8NO.

Cartesian coordinates (Å):
C1 2.21333 -1.58301 0.13163
H1 3.03082 -2.19440 0.48583
H2 -0.15867 1.40951 -1.13952
H3 -1.06022 2.84510 -0.61861
N1 -2.00713 0.99703 -0.25658
H4 2.13179 -1.25606 -0.90236
H5 1.10799 -1.46297 2.05188
C2 -1.14972 1.83367 -1.03590
C3 1.13257 -1.17518 0.99316
H6 -2.86207 1.42863 0.06207
O1 0.23740 -0.52718 0.47772
H7 -1.54356 0.34859 0.35811
H8 -1.55820 2.00870 -2.02857

Calculated values
- charge = +1
- gap between HOMO and LUMO (eV) = 3.493
- E_HOMO (eV) = -12.8